# 1
{"formula": "C27H48BrN3O3Si", "method": "the ωB97M-V functional and the def2-TZVPD basis", "species": ["C", "C", "O", "C", "O", "C", "C", "C", "C", "C", "C", "C", "N", "O", "C", "C", "C", "C", "Br", "Si", "C", "C", "C", "H", "H", "H", "H", "H", "H", "H", "H", "H", "H", "H", "H", "H", "H", "H", "H", "H", "H", "H", "H", "H", "H", "H", "H", "H", "H", "H", "H", "H", "H", "H", "H", "H", "H", "H", "H", "H", "H", "N", "C", "C", "C", "C", "C", "H", "H", "H", "H", "H", "N", "C", "C", "C", "C", "C", "H", "H", "H", "H", "H"], "xyz": [[-4.310445, -0.461712, -0.937879], [-4.576061, 0.933576, -0.101524], [-4.011492, 0.951916, 1.256706], [-2.541068, 0.972989, 1.255938], [-1.931394, 2.181912, 0.682126], [-0.851432, 1.872877, -0.267231], [0.383827, 0.986530, 0.332859], [1.497095, 1.807648, 1.204614], [0.927625, 2.583933, 2.529404], [1.076320, 1.587723, 3.835626], [-0.173269, 1.885720, 4.855096], [0.071053, 3.139609, 5.895093], [1.410923, 3.834864, 5.728048], [1.114069, 0.435941, -0.857583], [0.723452, -0.977229, -1.046623], [1.348636, -1.674034, -2.405436], [0.268519, -1.867943, -3.626627], [1.145407, -1.757883, -5.046357], [-1.155415, -0.466937, -3.727574], [-0.344621, 3.526224, -1.120435], [-1.653900, 4.206106, -2.384200], [1.324707, 3.383994, -2.146413], [-0.193964, 4.918219, 0.257469], [-3.178974, -0.414264, -1.314401], [-5.054941, -0.638978, -1.826537], [-4.336437, -1.334816, -0.126821], [-4.212831, 1.904098, -0.645692], [-5.759318, 1.006130, 0.032306], [-2.209183, 0.950621, 2.402586], [-2.168872, -0.038141, 0.798786], [-1.352723, 1.206068, -1.122245], [0.070931, 0.045980, 0.961934], [2.177157, 2.546347, 0.558541], [2.265448, 0.988833, 1.611479], [-0.191052, 2.918575, 2.476767], [1.575781, 3.563823, 2.689788], [2.141992, 1.738123, 4.296585], [1.026568, 0.479562, 3.405647], [-0.367993, 0.873884, 5.451540], [-1.201581, 2.122764, 4.297295], [-0.760525, 3.977907, 5.724852], [-0.038595, 2.721911, 6.986402], [1.212106, 4.866640, 5.596524], [1.959250, 3.799945, 6.636421], [-0.440140, -1.104519, -0.948208], [1.201537, -1.572136, -0.131086], [1.676107, -2.773008, -2.077784], [2.361130, -1.150748, -2.750703], [-0.197620, -2.965159, -3.652365], [0.840693, -0.745075, -5.563509], [2.300906, -1.734222, -4.854867], [0.811659, -2.618090, -5.803493], [-1.261895, 5.291468, -2.689574], [-1.555418, 3.555645, -3.364802], [-2.742694, 4.273022, -1.961012], [1.817731, 4.425704, -2.353949], [1.106761, 2.888355, -3.206116], [2.128825, 2.720726, -1.614378], [-1.020675, 4.770643, 1.102781], [-0.418187, 5.997170, -0.195323], [0.839832, 4.898634, 0.807876], [-4.370103, -3.886903, 0.365956], [-3.295566, -4.669793, 0.125530], [-3.054641, -5.868950, 0.776778], [-3.968046, -6.291666, 1.736726], [-5.083630, -5.506164, 2.007971], [-5.240251, -4.324279, 1.301906], [-2.610397, -4.295440, -0.629496], [-2.175950, -6.458728, 0.541577], [-3.812129, -7.225522, 2.268942], [-5.813629, -5.807473, 2.750657], [-6.096459, -3.678319, 1.474975], [7.246032, -3.620249, -3.230486], [7.169320, -3.683496, -1.883094], [6.190167, -3.048086, -1.136328], [5.231927, -2.297930, -1.809783], [5.285537, -2.212168, -3.197186], [6.300913, -2.885993, -3.856644], [7.941321, -4.278129, -1.403423], [6.175342, -3.135589, -0.055875], [4.449680, -1.784568, -1.258238], [4.553946, -1.635181, -3.751375], [6.383286, -2.852839, -4.939429]], "forces_ev_per_a": [[1.5, 0.4, 1.3], [-1.5, 0.0, -0.8], [1.9, 0.3, -1.6], [0.0, -0.8, 1.7], [0.0, -2.1, -0.1], [-0.6, -2.0, -0.7], [1.1, 0.2, 0.0], [0.8, -0.2, 0.3], [0.6, 0.0, 0.4], [-0.7, 0.4, -1.1], [-0.1, -0.7, 0.4], [-0.8, 0.1, 0.3], [-0.5, 1.0, 1.4], [-1.6, -1.2, 0.8], [0.8, -0.9, 0.9], [-0.4, -0.4, 0.9], [2.5, -1.2, -1.4], [-1.0, 0.4, -0.6], [0.7, -0.9, 0.3], [0.6, 1.6, -0.1], [0.2, 0.4, -0.9], [0.8, -0.5, -0.8], [-0.5, 0.8, 1.1], [-2.5, -0.3, 0.4], [1.5, 0.5, 1.9], [-0.2, 1.7, -2.0], [-0.6, -1.9, 0.8], [2.7, 0.0, 0.0], [-1.0, 0.1, -2.4], [-0.5, 2.1, 0.3], [1.2, 1.1, 1.6], [0.2, 2.0, -1.0], [-1.9, -1.6, 1.1], [-1.6, 1.7, -1.0], [2.1, -0.7, -0.3], [-1.4, -2.1, -0.2], [-2.2, -0.3, -0.6], [-0.1, 2.2, 1.1], [0.4, 2.3, -1.0], [2.4, -0.7, 0.8], [1.6, -2.1, 0.4], [0.1, 0.9, -2.1], [0.4, -1.7, 0.1], [-1.0, -0.1, -1.6], [2.1, 0.2, -0.5], [-1.0, 1.1, -1.8], [-0.7, 2.3, -0.8], [-2.5, -0.8, 0.7], [0.6, 2.8, 0.5], [0.8, -2.0, 1.0], [-2.3, -0.3, -0.4], [1.0, 1.8, 1.8], [-1.0, -2.2, 0.7], [-0.6, 1.2, 1.9], [2.0, -0.2, -1.0], [-1.1, -1.8, 0.4], [0.5, 1.0, 2.2], [-1.6, 1.2, -1.1], [1.7, 0.2, -1.8], [0.7, -2.3, 0.9], [-1.9, 0.2, -1.1], [0.2, -0.9, 0.5], [-0.7, 0.6, 0.1], [-0.2, 0.0, 0.2], [0.0, 0.0, 0.0], [0.2, -0.2, -0.1], [0.5, 0.4, -0.7], [0.0, 0.0, 0.0], [-0.1, 0.1, 0.0], [0.0, 0.1, -0.1], [0.1, 0.0, -0.1], [0.1, -0.1, 0.0], [-0.8, 0.5, 0.5], [0.1, 0.0, -0.9], [-0.2, 0.1, -0.2], [0.0, 0.0, 0.0], [0.0, -0.1, 0.3], [0.7, -0.5, 0.3], [-0.1, 0.0, 0.0], [0.0, 0.0, -0.1], [0.1, 0.0, 0.0], [0.1, 0.0, 0.0], [0.0, 0.0, 0.1]], "orbital_gap_ev": 9.8, "smiles": "CCOCO[C@H]([C@H](CCCCCN)OCC[C@H](C)Br)[Si](C)(C)C.c1ccncc1.c1ccncc1"}

# 2
{"formula": "C3H6O", "method": "the ωB97M-V functional and the def2-TZVPD basis", "species": ["C", "C", "C", "H", "H", "H", "H", "H", "H", "O"], "xyz": [[-0.360873, -0.553568, 1.143397], [0.391683, -0.589253, -0.199341], [0.152420, 0.785702, -0.976303], [-0.024519, 0.240836, 1.718861], [-0.283562, -1.602671, 1.528119], [-1.362406, -0.270211, 0.966789], [0.167722, 0.720658, -2.186477], [1.100974, 1.439303, -0.671861], [-0.715979, 1.315786, -0.582971], [0.934540, -1.486583, -0.740213]], "forces_ev_per_a": [[1.2, -3.2, -1.6], [-2.6, 3.5, -1.0], [2.8, 0.4, -1.1], [1.2, 1.1, 1.6], [-0.1, 1.2, 0.4], [-1.3, -0.1, -0.5], [-0.1, -0.1, 3.1], [-1.9, -1.1, -0.7], [0.0, -0.1, -0.3], [0.9, -1.6, 0.2]], "orbital_gap_ev": 10.5, "relative_energy_kj_mol": 80.35, "smiles": "CC(C)=O"}

# 3
{"formula": "C21H32N4O3", "method": "the ωB97M-V functional and the def2-TZVPD basis", "species": ["C", "C", "C", "C", "C", "C", "C", "C", "C", "O", "N", "C", "C", "C", "C", "C", "C", "O", "N", "C", "C", "N", "C", "C", "N", "O", "C", "C", "H", "H", "H", "H", "H", "H", "H", "H", "H", "H", "H", "H", "H", "H", "H", "H", "H", "H", "H", "H", "H", "H", "H", "H", "H", "H", "H", "H", "H", "H", "H", "H"], "xyz": [[-7.024541, 0.601246, -2.364546], [-5.531373, 0.844203, -2.543195], [-4.677066, -0.107288, -1.715435], [-3.181121, 0.124693, -1.884891], [-2.353240, -0.837375, -1.045084], [-0.862300, -0.719945, -1.192615], [-0.207266, 0.332784, -1.662357], [1.287384, 0.391775, -1.758299], [1.830333, 1.701506, -1.193350], [1.141359, 2.707310, -1.173781], [3.122300, 1.712860, -0.758803], [3.666484, 2.969361, -0.245574], [4.706264, 2.721006, 0.839802], [4.144939, 1.901593, 1.971711], [4.933152, 0.839851, 2.646824], [3.764698, 0.434574, 1.771278], [2.535384, 0.101996, 2.574476], [2.362152, 0.570970, 3.689352], [1.567995, -0.673957, 2.017707], [0.415025, -1.001500, 2.827348], [-0.460612, -1.980393, 2.131921], [-1.744031, -2.086754, 2.189743], [-1.982198, -3.185630, 1.390411], [-3.340560, -3.726734, 1.141207], [-0.914723, -3.708698, 0.868857], [0.118868, -2.904455, 1.365243], [4.040176, -0.285347, 0.454329], [4.018442, 0.576084, -0.824172], [-7.618432, 1.291736, -2.964303], [-7.293670, -0.414590, -2.661696], [-7.318692, 0.729024, -1.320711], [-5.264328, 0.740094, -3.599306], [-5.289737, 1.874953, -2.267188], [-4.942875, -0.000960, -0.657191], [-4.918931, -1.140976, -1.989901], [-2.907108, 0.016357, -2.939218], [-2.945910, 1.156604, -1.607894], [-2.604165, -0.704836, 0.014485], [-2.641724, -1.865452, -1.291018], [-0.290284, -1.583954, -0.855214], [-0.735983, 1.209867, -2.012840], [1.726490, -0.479692, -1.272017], [1.607382, 0.359949, -2.807345], [4.091864, 3.560471, -1.063662], [2.833950, 3.542585, 0.158547], [5.605267, 2.250908, 0.435841], [5.030330, 3.688724, 1.229148], [3.448324, 2.427238, 2.613294], [5.911466, 0.618326, 2.236231], [4.822615, 0.711803, 3.713583], [1.717927, -1.192089, 1.173165], [0.729340, -1.438899, 3.781257], [-0.165437, -0.113197, 3.069686], [-3.293346, -4.571110, 0.458324], [-3.785898, -4.049824, 2.082166], [-3.980877, -2.950926, 0.721883], [5.001686, -0.801539, 0.506538], [3.316639, -1.088960, 0.318988], [3.761876, -0.049401, -1.678164], [5.016333, 0.954030, -1.043546]], "forces_ev_per_a": [[0.0, 0.0, 0.0], [0.0, 0.0, 0.0], [0.0, 0.0, 0.0], [0.0, 0.0, 0.1], [0.0, -0.1, -0.1], [0.0, 0.0, 0.1], [0.0, -0.1, -0.1], [0.0, 0.1, 0.1], [0.0, 0.0, 0.0], [0.0, 0.0, 0.0], [0.0, 0.0, 0.0], [0.0, 0.0, 0.0], [0.0, 0.0, 0.0], [0.0, 0.0, 0.0], [0.1, 0.0, 0.0], [0.0, -0.1, 0.0], [0.0, 0.2, 0.0], [0.1, -0.1, 0.0], [0.0, -0.1, 0.1], [0.0, -0.1, 0.1], [0.0, 0.1, -0.1], [0.0, 0.0, 0.0], [0.0, 0.0, 0.0], [-0.1, 0.0, 0.0], [0.0, 0.0, 0.0], [0.0, 0.0, 0.0], [0.0, 0.0, 0.0], [0.0, 0.0, -0.1], [0.0, 0.0, 0.0], [0.0, 0.0, 0.0], [0.0, 0.0, 0.0], [0.0, 0.0, 0.0], [0.0, 0.0, 0.0], [0.0, 0.0, 0.0], [0.0, 0.0, 0.0], [0.0, 0.0, 0.0], [0.0, 0.0, 0.0], [0.0, 0.0, 0.0], [0.0, 0.0, 0.0], [0.0, 0.0, 0.0], [0.0, 0.0, 0.0], [0.0, 0.0, 0.0], [0.0, 0.0, 0.0], [0.0, 0.0, 0.0], [0.0, 0.0, 0.0], [0.0, 0.0, 0.0], [0.0, 0.0, 0.0], [0.0, 0.0, 0.0], [0.0, 0.0, 0.0], [0.0, 0.0, 0.0], [0.0, 0.0, -0.1], [0.0, 0.0, 0.0], [0.0, 0.0, 0.0], [0.0, 0.0, 0.0], [0.0, 0.0, 0.0], [0.0, 0.0, 0.0], [0.0, 0.0, 0.0], [0.0, 0.0, 0.0], [0.0, 0.0, 0.0], [0.0, 0.0, 0.0]], "orbital_gap_ev": 9.8, "relative_energy_kj_mol": 320.00, "smiles": "CCCCC/C=C/CC(=O)N1CC[C@@H]2C[C@]2(C(=O)NCc2nc(C)no2)CC1"}

| no. | DFT total energy (Eh) |
| --- | --- |
| 1 | -4310.78307 |
| 2 | -193.11260 |
| 3 | -1264.13059 |